Entry one
Below is an isolated molecule of C15H23ClN4O4S, with properties calculated with wB97M-V/def2-TZVPD.

Atoms and positions in Å:
Cl  -0.550  -3.135  5.032
S  -3.669  1.920  4.514
O  4.130  0.738  0.909
O  -2.471  1.021  0.277
O  -0.772  1.291  3.488
O  1.639  -0.081  -2.976
N  2.053  -0.312  4.379
N  -0.344  0.586  0.848
N  0.980  -0.874  4.951
N  2.250  -0.471  0.690
C  -3.731  0.143  4.210
C  -2.582  -0.203  3.239
C  0.189  0.334  -0.494
C  2.497  -1.187  3.502
C  1.737  0.176  -0.534
C  0.733  -2.136  4.470
C  1.709  -2.346  3.514
C  3.371  -0.126  1.335
C  2.239  -0.576  -1.790
C  -1.944  1.095  2.658
C  -2.968  2.238  2.883
C  3.702  -0.861  2.635
C  -1.607  0.908  1.145
C  0.294  -0.164  6.018
C  -0.022  2.503  3.375
H  0.934  2.380  3.884
H  2.023  -1.642  -1.706
H  3.325  -0.493  -1.865
H  0.674  -0.508  6.979
H  1.661  -1.162  1.129
H  -2.973  -0.852  2.453
H  -0.086  1.180  -1.129
H  -2.534  3.235  2.842
H  -0.536  3.333  3.861
H  2.043  -0.509  -3.738
H  -4.708  -0.082  3.780
H  -3.641  -0.391  5.157
H  2.137  1.194  -0.603
H  1.840  -3.234  2.913
H  0.456  0.910  5.925
H  4.386  -0.214  3.187
H  -1.831  -0.795  3.760
H  -0.777  -0.356  5.956
H  0.193  2.782  2.343
H  4.273  -1.752  2.384
H  -0.300  -0.538  -0.937
H  0.300  0.537  1.626
H  -3.791  2.208  2.166

Computed properties:
net charge = 0
M = 390.89 g mol⁻¹
highest occupied orbital energy = -8.544 eV
SMILES = CO[C@@]1(C(=O)NC[C@H](CO)NC(=O)Cc2cc(Cl)n(C)n2)CCSC1
E_LUMO = 0.48 eV
Kohn-Sham gap = 9.02 eV

---

Entry two
Below is an isolated molecule of C15H23ClN4O4S, with properties calculated with wB97M-V/def2-TZVPD.

Atoms and positions in Å:
Cl  -0.189  1.649  4.093
S  -3.724  2.707  0.147
O  -2.403  -1.121  -1.837
O  0.503  -4.248  -3.145
O  2.056  -2.467  0.817
O  -0.855  1.362  -0.037
N  -0.737  -1.388  -0.321
N  2.143  1.767  1.041
N  2.055  -1.528  -1.254
N  1.280  2.264  1.945
C  0.749  3.602  1.792
C  1.536  -3.596  -2.425
C  -0.248  1.794  -1.243
C  -2.647  0.471  1.196
C  0.966  -2.298  -1.865
C  3.211  -0.393  0.569
C  -0.203  -2.593  -0.922
C  -2.071  0.637  -0.207
C  2.316  0.498  1.376
C  2.393  -1.571  0.064
C  -3.134  1.408  -0.978
C  -1.766  -0.712  -0.883
C  -3.113  1.853  1.643
C  1.549  0.148  2.504
C  0.905  1.316  2.823
H  0.817  -5.109  -3.434
H  0.639  4.070  2.767
H  -0.992  -3.049  -1.514
H  2.386  -3.361  -3.074
H  -0.217  3.570  1.285
H  1.491  -0.802  3.005
H  1.897  -4.207  -1.590
H  0.772  2.075  -0.994
H  -3.908  1.794  2.383
H  -3.488  -0.224  1.145
H  -0.768  2.659  -1.663
H  -2.287  2.423  2.062
H  -0.230  0.994  -1.993
H  3.654  0.188  -0.239
H  -1.902  0.060  1.880
H  -3.936  0.728  -1.251
H  0.586  -1.697  -2.695
H  0.104  -3.281  -0.140
H  1.460  4.165  1.195
H  4.010  -0.798  1.190
H  2.305  -0.679  -1.733
H  -0.216  -0.932  0.414
H  -2.752  1.851  -1.895

Computed properties:
net charge = 0
M = 390.89 g mol⁻¹
highest occupied orbital energy = -8.471 eV
SMILES = CO[C@@]1(C(=O)NC[C@H](CO)NC(=O)Cc2cc(Cl)n(C)n2)CCSC1
E_LUMO = 0.58 eV
Kohn-Sham gap = 9.05 eV

---

The least stable of them is entry one.